{
  "formula": "C52H46F3N13O4Pb",
  "method": "ωB97M-V/def2-TZVPD",
  "lumo_ev": 0.01,
  "gap_ev": 7.749,
  "homo_energy_ev": -7.74,
  "energy_ev": -95633.55136,
  "multiplicity": 1,
  "relative_energy_kcal_mol": 7.6,
  "elements": ["Pb", "C", "C", "C", "C", "N", "C", "C", "C", "C", "C", "C", "N", "C", "C", "C", "C", "C", "N", "H", "H", "H", "H", "H", "H", "H", "H", "H", "H", "H", "C", "N", "C", "N", "C", "N", "C", "C", "C", "C", "C", "C", "C", "N", "N", "C", "O", "C", "C", "C", "C", "C", "C", "N", "C", "N", "C", "N", "C", "H", "H", "H", "H", "H", "H", "H", "H", "H", "H", "H", "H", "H", "H", "H", "H", "F", "C", "F", "F", "C", "O", "O", "C", "C", "C", "C", "C", "C", "C", "C", "C", "C", "H", "H", "H", "H", "H", "H", "H", "C", "N", "C", "C", "O", "N", "C", "C", "H", "H", "H", "H", "H", "H", "H", "H", "H", "H", "H", "H"],
  "xyz": [[0.462, 0.402, 1.866], [-1.960, -4.325, 1.852], [-0.897, -5.084, 1.393], [0.388, -4.713, 1.764], [0.566, -3.616, 2.609], [-0.441, -2.940, 3.114], [-1.657, -3.272, 2.704], [1.948, -3.161, 2.996], [3.015, -4.055, 3.007], [4.279, -3.577, 3.241], [4.485, -2.211, 3.408], [3.351, -1.393, 3.504], [2.117, -1.874, 3.285], [3.475, 0.072, 3.822], [4.650, 0.617, 4.273], [4.706, 1.964, 4.571], [3.555, 2.716, 4.496], [2.403, 2.076, 4.063], [2.354, 0.810, 3.711], [-3.010, -4.608, 1.643], [-1.050, -5.954, 0.748], [1.204, -5.251, 1.350], [-2.432, -2.654, 3.182], [2.858, -5.133, 2.893], [5.156, -4.234, 3.225], [5.462, -1.794, 3.536], [5.519, -0.003, 4.378], [5.614, 2.418, 4.925], [3.492, 3.743, 4.822], [1.472, 2.620, 4.010], [-4.384, 1.804, -1.767], [-3.008, 1.758, -1.331], [-2.405, 1.096, -0.312], [-1.145, 1.446, -0.223], [-0.985, 2.309, -1.247], [-2.064, 2.564, -1.932], [-4.512, 1.771, -3.257], [-5.534, 2.493, -3.858], [-5.720, 2.457, -5.222], [-4.861, 1.713, -6.041], [-3.865, 0.937, -5.432], [-3.696, 0.967, -4.041], [-2.966, 0.104, -6.293], [-2.958, 0.030, -7.590], [-1.985, -0.873, -7.910], [-1.461, -1.268, -6.795], [-2.060, -0.677, -5.685], [-0.345, -2.183, -6.579], [0.417, -2.655, -7.650], [1.526, -3.475, -7.419], [1.849, -3.822, -6.118], [1.061, -3.399, -5.052], [1.442, -3.774, -3.644], [0.752, -2.993, -2.644], [0.819, -1.669, -2.377], [-0.134, -1.316, -1.530], [-0.752, -2.503, -1.312], [-0.276, -3.531, -1.924], [-0.030, -2.578, -5.294], [-4.811, 2.748, -1.438], [-4.920, 0.993, -1.271], [-2.889, 0.385, 0.351], [-0.054, 2.815, -1.451], [-6.129, 3.178, -3.264], [-6.474, 3.139, -5.634], [-5.010, 1.712, -7.110], [-2.936, 0.382, -3.546], [0.147, -2.349, -8.640], [2.065, -3.864, -8.237], [2.724, -4.433, -5.944], [2.542, -3.690, -3.526], [1.142, -4.793, -3.395], [1.571, -1.047, -2.808], [-1.574, -2.600, -0.631], [-0.574, -2.235, -4.438], [-0.064, 5.804, 0.912], [0.958, 4.972, 1.145], [1.282, 4.421, -0.020], [2.014, 5.670, 1.543], [0.461, 3.939, 2.295], [0.112, 4.460, 3.328], [0.538, 2.730, 1.958], [4.547, -2.755, -1.067], [3.318, -2.965, -0.405], [2.632, -1.907, 0.134], [3.187, -0.596, 0.079], [2.499, 0.511, 0.711], [3.158, 1.718, 0.606], [4.378, 1.911, -0.095], [5.012, 0.879, -0.699], [4.437, -0.414, -0.606], [5.106, -1.521, -1.156], [5.024, -3.595, -1.526], [2.923, -3.968, -0.363], [1.701, -2.035, 0.623], [2.696, 2.566, 1.072], [4.776, 2.933, -0.189], [5.951, 1.052, -1.216], [6.041, -1.360, -1.708], [-2.826, 4.579, 4.100], [-3.068, 3.470, 3.174], [-2.924, 3.813, 1.771], [-2.856, 2.174, 3.503], [-2.509, 1.362, 2.631], [-3.050, 1.812, 4.810], [-3.885, 2.543, 5.768], [-2.806, 0.420, 5.120], [-2.233, 5.304, 3.541], [-2.251, 4.344, 4.976], [-3.750, 5.072, 4.388], [-3.059, 4.898, 1.676], [-3.684, 3.330, 1.161], [-1.951, 3.520, 1.398], [-4.596, 3.199, 5.271], [-3.230, 3.107, 6.439], [-4.419, 1.829, 6.395], [-1.979, 0.050, 4.524], [-3.658, -0.232, 4.878], [-2.579, 0.295, 6.193]],
  "mulliken_charge": [1.18, -0.67, -0.54, -0.60, 0.85, -0.34, -0.06, 0.45, -0.54, -0.89, -0.83, 0.69, -0.01, 0.46, -0.78, -0.80, -0.97, -0.42, 0.08, 0.38, 0.38, 0.24, 0.37, 0.47, 0.38, 0.39, 0.34, 0.44, 0.53, 0.68, -0.92, 1.19, -1.18, 0.87, -1.02, -0.91, 0.86, -0.85, -0.65, -0.97, 0.10, -0.53, 0.63, -0.51, -0.49, 0.54, -0.21, -0.13, -0.88, -0.77, -0.82, 0.63, -1.08, 1.48, -0.62, 0.36, -0.97, -0.96, -0.04, 0.41, 0.27, 0.40, 0.66, 0.38, 0.35, 0.51, 0.86, 0.54, 0.45, 0.44, 0.38, 0.32, 0.26, 0.68, 0.84, -0.28, 0.64, -0.19, -0.30, 0.39, -0.65, -0.09, -1.01, -0.39, 0.00, 1.22, -0.54, -0.18, -1.19, -0.99, 1.36, -0.87, 0.51, 0.41, -0.34, 0.37, 0.39, 0.45, 0.35, -1.35, 0.28, -0.87, 0.25, -0.42, 0.32, -1.24, -0.99, 0.53, 0.40, 0.30, 0.54, 0.26, 0.02, 0.35, 0.32, 0.46, 0.16, 0.35, 0.48]
}